The following is a DFT calculation (ωB97M-V/def2-TZVPD) of a structure of composition C29H25BaCl4N5OS2.

ORCA input file:
```
! RIJCOSX wB97M-V def2-TZVPD def2/J DEFGRID3
* xyz 0 1
Ba -2.39574 0.10859 1.92714
Cl 7.15952 -1.72143 -4.90985
C 6.06246 -1.41313 -3.60335
C 4.70120 -1.33170 -3.85377
C 3.84177 -1.06788 -2.80252
C 4.31293 -0.87754 -1.50733
C 3.35047 -0.56674 -0.37958
C 2.97023 -1.85584 0.35684
N 2.07568 -1.54486 1.45499
C 2.41035 -0.94502 2.64651
C 1.23164 -0.60454 3.23389
N 0.17839 -0.98087 2.42947
C 0.73316 -1.53264 1.37184
O 2.13440 0.00688 -0.79971
C 2.13880 1.43647 -0.87201
C 2.71542 1.94090 -2.15962
C 4.00092 2.35445 -2.34357
Cl 5.23548 2.43273 -1.14679
S 4.35130 2.75829 -3.97058
C 2.73911 2.40715 -4.43664
C 1.99014 1.98402 -3.38752
C 5.68017 -0.99606 -1.29382
Cl 6.33240 -0.80594 0.31055
C 6.56758 -1.25356 -2.32708
H 4.32601 -1.46257 -4.85860
H 2.78036 -0.97918 -2.98453
H 3.84075 0.10621 0.33380
H 3.85622 -2.37113 0.72448
H 2.43979 -2.51290 -0.33258
H 3.43281 -0.82244 2.95697
H 1.07645 -0.12865 4.18683
H 0.20798 -1.91888 0.51274
H 2.70126 1.83745 -0.02272
H 1.09283 1.72943 -0.77989
H 2.43906 2.55181 -5.46091
H 0.94298 1.72294 -3.45524
H 7.62867 -1.32397 -2.13823
C -2.36836 6.42282 -0.81983
C -2.44348 5.15787 -0.01913
C -2.94425 5.16574 1.28656
C -2.96003 3.95492 1.93747
N -2.53355 2.82533 1.37505
C -2.08219 2.89319 0.09680
S -1.55720 1.42973 -0.65649
N -2.02292 4.04414 -0.59923
H -1.84048 7.19886 -0.26445
H -3.37238 6.79554 -1.02967
H -1.85616 6.23304 -1.75932
H -3.29327 6.07189 1.75938
H -3.32546 3.87361 2.95658
N -4.88286 -0.87880 2.53192
C -4.51875 -1.42701 1.43364
H -5.62539 -1.34258 3.06978
Cl -8.25999 -3.83664 3.25271
C -6.66220 -3.67678 2.56833
C -6.45952 -3.05779 1.40563
C -5.07769 -2.81162 0.92313
C -4.04329 -3.75845 1.47978
C -2.84748 -3.90239 0.89191
C -4.34870 -4.37332 2.76289
C -5.57744 -4.31381 3.29698
H -7.28236 -2.60920 0.86478
H -5.02883 -2.78591 -0.16347
H -2.64290 -3.46510 -0.07713
H -2.07108 -4.50178 1.35230
H -3.55727 -4.90796 3.27467
H -5.79744 -4.77738 4.24880
*
```

HOMO energy ... -7.01 eV
HOMO-LUMO gap ... 6.9 eV
Electronic energy ... -4131.75947 Eh
ΔE to the lowest compared entry with this formula, charge and spin ... 24.4 kJ/mol

Atomic partial charges in e from the natural (NBO) method, atoms 1 to 8: number 1, Ba, carries 1.79; number 2, Cl, carries 0.01; number 3, C, carries -0.02; number 4, C, carries -0.25; number 5, C, carries -0.12; number 6, C, carries -0.11; number 7, C, carries 0.08; number 8, C, carries -0.22